(1)
The following is a DFT calculation (ωB97M-V with the def2-TZVPD basis set) of a molecular structure, C26H31BN6NiPS2.

Largest force on an atom, eV/Å: 0.75
⟨S²⟩: 2.0090
Energy, eV: -109079.842
LUMO (spin up / spin down), Eh: -0.10303 / -0.11476
Molecular weight, g mol⁻¹: 592.19
Multiplicity: 3
Total charge: +1
HOMO (spin up / spin down), eV: -10.519 / -10.631

Geometry as XYZ:
```
68
C26H31BN6NiPS2 | OMol25 | ωB97M-V with the def2-TZVPD basis set
Ni 0.024 -0.475 -0.321
C 0.360 2.326 2.893
C 2.462 1.839 3.225
C 2.893 0.629 2.442
C 2.728 0.643 1.124
N 0.315 1.143 0.827
C -0.231 1.323 1.946
C 2.988 -0.419 0.144
C 3.943 -1.411 0.320
C 4.166 -2.311 -0.704
C 3.454 -2.185 -1.890
C 2.512 -1.179 -1.981
N 2.253 -0.322 -0.982
H -0.370 3.083 3.179
H 3.301 2.272 3.773
H 3.310 -0.223 2.973
H -1.106 0.746 2.265
H 4.514 -1.452 1.238
H 4.907 -3.092 -0.592
H 3.628 -2.849 -2.725
H 1.926 -1.041 -2.881
C -2.433 0.934 -3.568
N -1.661 -0.268 -3.286
C -0.909 -0.988 -4.197
C -0.367 -2.016 -3.524
N -0.769 -1.955 -2.189
B -0.939 -3.343 -1.375
N 0.392 -3.769 -0.669
C 1.123 -4.885 -1.029
C 2.020 -5.140 -0.053
N 1.838 -4.165 0.912
C 2.560 -4.084 2.170
C 0.840 -3.349 0.526
S 0.252 -1.990 1.407
C -1.593 -0.863 -2.079
S -2.295 -0.263 -0.645
H -2.246 1.224 -4.598
H -2.130 1.732 -2.893
H -3.493 0.737 -3.426
H -0.847 -0.705 -5.233
H 0.249 -2.824 -3.875
H -1.152 -4.181 -2.212
H -1.813 -3.180 -0.578
H 0.919 -5.413 -1.943
H 2.754 -5.919 0.057
H 3.578 -4.436 2.015
H 2.074 -4.693 2.930
H 2.570 -3.047 2.497
C 1.090 3.027 -0.779
P 1.962 2.232 0.617
C 3.606 3.019 0.233
C 1.691 2.851 2.298
C 1.164 1.725 4.087
C 1.206 2.711 5.221
C 1.513 4.006 5.104
C 1.874 4.755 3.883
C 1.965 4.284 2.637
H 1.470 4.039 -0.904
H 0.015 3.030 -0.621
H 1.310 2.471 -1.694
H 3.529 4.080 -0.006
H 4.044 2.517 -0.635
H 4.296 2.895 1.069
H 0.880 0.726 4.415
H 0.963 2.337 6.209
H 1.499 4.597 6.011
H 2.090 5.805 4.033
H 2.254 4.968 1.848
```

(2)
The following is a DFT calculation (ωB97M-V with the def2-TZVPD basis set) of a molecular structure, C26H31BNO in a non-equilibrium geometry.

Largest force on an atom, eV/Å: 3.98
Energy, eV: -31670.708
LUMO, Eh: -0.11543
Molecular weight, g mol⁻¹: 384.35
Total charge: +1
HOMO, eV: -10.057

Geometry as XYZ:
```
60
C26H31BNO | OMol25 | ωB97M-V with the def2-TZVPD basis set
C -1.184 -3.831 -0.107
C -1.062 -2.419 -0.641
N 0.286 -2.116 -1.272
C 0.624 -3.107 -2.300
C -0.291 -3.284 -3.312
C -0.001 -4.233 -4.299
C 1.188 -4.963 -4.219
C 2.097 -4.754 -3.165
C 1.817 -3.793 -2.191
C 0.125 -0.740 -1.898
C 1.373 -0.308 -2.631
C -0.313 0.360 -0.929
B 1.710 -2.487 -0.476
H 0.894 -0.113 1.932
H -2.187 -3.915 0.331
H -1.120 -4.607 -0.881
H -0.443 -4.040 0.670
H -1.796 -2.256 -1.447
H -1.276 -1.695 0.167
H -1.227 -2.719 -3.338
H -0.720 -4.405 -5.106
H 1.429 -5.714 -4.977
H 3.013 -5.337 -3.076
H 2.488 -3.567 -1.301
H -0.691 -0.887 -2.624
H 1.126 0.620 -3.155
H 2.235 -0.108 -1.983
H 1.664 -1.024 -3.400
H -0.531 1.237 -1.569
H -1.252 0.137 -0.401
H 0.469 0.633 -0.194
H 1.443 -3.153 0.483
H 2.367 -1.482 -0.506
C -4.868 4.191 1.555
C -4.697 2.847 1.924
C -3.418 2.333 2.118
C -2.272 3.140 1.973
C -0.959 2.522 2.198
O 0.052 3.412 1.982
C 1.361 3.033 2.239
C 1.709 1.725 2.573
C 3.078 1.411 2.712
C 4.035 2.405 2.499
C 3.657 3.722 2.152
C 2.313 4.012 1.941
C 0.677 0.649 2.649
C -0.704 1.220 2.529
C -2.450 4.492 1.563
C -3.737 5.010 1.372
H -5.874 4.590 1.401
H -5.551 2.183 2.066
H -3.258 1.286 2.368
H 3.357 0.377 2.981
H 5.093 2.150 2.586
H 4.411 4.501 1.969
H 1.982 4.951 1.498
H 0.794 0.095 3.597
H -1.528 0.614 2.911
H -1.591 5.145 1.380
H -3.872 6.057 1.078
```

(3)
The following is a DFT calculation (ωB97M-V with the def2-TZVPD basis set) of a molecular structure, C26H31CdN4O5.

Largest force on an atom, eV/Å: 0.77
Energy, eV: -48228.090
LUMO, Eh: 0.10822
Molecular weight, g mol⁻¹: 591.97
Total charge: -1
HOMO, eV: -3.906

Geometry as XYZ:
```
67
C26H31CdN4O5 | OMol25 | ωB97M-V with the def2-TZVPD basis set
Cd 0.075 0.069 0.141
C 4.099 -0.824 0.578
C 3.421 -1.345 -0.692
C 2.885 -0.283 -1.663
N 1.432 -0.290 -1.744
C 0.879 0.234 -2.805
C 1.614 0.996 -3.768
C 1.333 1.344 -5.079
C 0.245 1.024 -5.876
C -0.907 0.384 -5.422
C -1.296 0.048 -4.145
C -0.625 0.148 -2.879
N -1.231 0.071 -1.735
C -2.662 0.292 -1.604
C -2.923 1.748 -1.192
C -2.478 2.101 0.235
N -1.055 1.988 0.508
C -0.270 3.022 0.387
C -0.691 4.247 -0.227
C -0.150 5.517 -0.225
C 0.944 6.028 0.464
C 1.799 5.272 1.255
C 1.896 3.904 1.426
C 1.150 2.812 0.871
N 1.589 1.583 0.888
C 2.871 1.310 1.513
C 3.199 -0.183 1.645
H 4.896 -0.120 0.305
H 4.600 -1.677 1.046
H 2.600 -2.011 -0.415
H 4.154 -1.956 -1.226
H 3.296 -0.465 -2.659
H 3.248 0.710 -1.362
H 2.561 1.362 -3.397
H 2.108 1.932 -5.563
H 0.287 1.305 -6.922
H -1.644 0.154 -6.187
H -2.282 -0.389 -4.076
H -3.054 -0.381 -0.842
H -3.212 0.088 -2.521
H -4.000 1.934 -1.251
H -2.436 2.406 -1.920
H -2.982 1.404 0.911
H -2.833 3.106 0.483
H -1.595 4.148 -0.812
H -0.698 6.236 -0.828
H 1.134 7.092 0.393
H 2.548 5.840 1.800
H 2.713 3.599 2.062
H 2.867 1.723 2.527
H 3.678 1.830 0.979
H 2.265 -0.744 1.738
H 3.707 -0.300 2.605
O -1.515 -2.408 3.086
C -0.599 -1.969 2.171
O -0.090 -0.835 2.309
C 0.228 -3.132 1.656
O 0.718 -2.853 0.364
C -0.244 -3.116 -0.649
C -1.630 -2.566 -0.349
O -2.564 -2.903 -1.052
O -1.695 -1.753 0.672
H -1.932 -1.606 3.430
H 1.092 -3.224 2.313
H -0.351 -4.060 1.678
H 0.109 -2.619 -1.552
H -0.325 -4.188 -0.839
```

(4)
The following is a DFT calculation (ωB97M-V with the def2-TZVPD basis set) of a molecular structure, C26H31CoN10O3 in a non-equilibrium geometry.

Largest force on an atom, eV/Å: 2.96
⟨S²⟩: 3.7568
Energy, eV: -86134.170
LUMO (spin up / spin down), Eh: -0.10303 / -0.10278
Molecular weight, g mol⁻¹: 590.53
Multiplicity: 4
Total charge: +1
HOMO (spin up / spin down), eV: -10.185 / -10.190

Geometry as XYZ:
```
71
C26H31CoN10O3 | OMol25 | ωB97M-V with the def2-TZVPD basis set
Co 8.429 10.366 9.906
C 6.325 10.776 13.742
C 5.507 11.885 13.625
C 5.392 12.540 12.427
C 6.130 12.118 11.278
N 6.984 11.049 11.488
C 7.068 10.394 12.666
N 5.946 12.793 10.092
C 6.831 12.807 9.111
N 7.998 12.178 8.925
C 8.442 12.470 7.661
N 9.464 11.997 7.048
C 10.317 11.037 7.509
C 11.406 10.889 6.688
C 12.381 9.961 7.027
C 12.256 9.231 8.189
C 11.070 9.380 8.927
N 10.125 10.298 8.610
C 7.567 13.448 6.961
C 7.541 14.048 5.704
C 6.385 14.661 5.326
C 5.279 14.718 6.245
C 5.335 14.279 7.567
C 6.508 13.623 7.899
H 6.511 10.321 14.731
H 4.847 12.191 14.455
H 4.864 13.455 12.175
H 7.786 9.573 12.629
H 11.565 11.567 5.870
H 13.264 9.961 6.439
H 13.021 8.565 8.532
H 10.912 8.838 9.862
H 8.322 13.784 4.938
H 6.314 15.122 4.355
H 4.396 15.228 5.893
H 4.446 14.338 8.157
N 6.695 9.492 8.791
C 6.535 8.044 9.153
C 5.974 7.177 7.944
C 6.817 7.066 6.655
C 8.183 7.834 6.453
N 9.335 7.304 7.143
C 9.724 6.028 6.877
N 9.717 5.484 5.666
N 10.081 5.260 7.910
C 7.822 7.461 9.773
O 7.991 6.238 9.631
O 8.718 8.260 10.210
H 5.853 10.031 8.835
H 7.087 9.606 7.878
H 5.728 8.019 9.930
H 5.011 7.587 7.789
H 5.852 6.168 8.393
H 6.321 7.506 5.832
H 6.934 6.030 6.349
H 8.138 8.867 6.499
H 8.376 7.751 5.396
H 9.520 7.597 8.080
H 9.614 6.079 4.850
H 9.388 4.549 5.673
H 9.678 5.523 8.837
H 10.628 4.430 7.856
C 10.729 11.678 13.489
C 10.348 11.702 12.064
N 10.399 12.873 11.364
O 9.944 10.709 11.523
H 11.725 12.163 13.622
H 10.826 10.633 13.847
H 10.095 12.191 14.151
H 10.642 13.740 11.752
H 10.064 12.812 10.443
```